# 1
C5H10O2 | ωB97M-V with the def2-TZVPD basis set

Structure (ORCA input):
```
! RIJCOSX wB97M-V def2-TZVPD def2/J DEFGRID3
* xyz 0 1
O -1.296 0.076 -1.120
O -0.895 -0.391 1.158
C -0.122 0.712 -1.567
C -0.843 0.729 2.069
C 0.818 -1.508 -0.879
C 0.459 -0.677 0.365
C 1.027 -0.014 -0.893
H -0.072 1.783 -1.303
H 0.095 -1.904 -1.589
H -1.805 0.885 2.592
H -0.090 0.664 -2.672
H -1.407 0.043 -0.073
H 1.699 -2.153 -0.760
H 2.050 0.395 -0.920
H -0.097 0.539 2.844
H -0.616 1.665 1.544
H 1.093 -0.844 1.203
*
```

## Properties
* F_max: 0.0458 hartree/bohr
* LUMO: 0.94 eV

# 2
C25H40BIN9O3 | ωB97M-V with the def2-TZVPD basis set

Structure (ORCA input):
```
! RIJCOSX wB97M-V def2-TZVPD def2/J DEFGRID3
* xyz 1 1
I -0.547 0.178 -1.816
O -3.554 2.792 0.573
O -4.464 0.896 1.326
O -4.370 -3.492 -1.930
N -3.441 -0.992 0.382
N -1.124 -1.424 0.578
N -2.334 -2.506 -1.055
N -5.594 -5.476 -0.044
N 8.214 0.298 0.824
N 3.989 2.936 3.595
N -3.318 -1.845 -3.368
N -3.045 4.788 -1.658
N 1.090 -1.908 -0.165
C -2.623 4.522 -2.934
C 10.403 0.017 0.978
C -2.700 5.682 -3.658
C -0.212 -1.641 -0.566
C 1.932 -0.803 0.343
C 4.950 2.045 3.194
C -6.357 -6.631 1.687
C -0.896 -2.817 -1.269
C -3.406 0.005 1.483
C 6.171 2.617 3.424
C -2.381 -1.626 -0.056
C 3.108 1.297 -0.413
C -3.387 6.108 -1.559
C -4.934 1.605 -0.959
C 8.586 -0.454 -0.259
C -5.331 -5.837 1.251
C 2.854 -0.182 -0.701
C 5.942 3.902 3.985
C 9.316 0.587 1.583
C -6.780 -6.035 -0.439
C -4.245 1.853 0.337
C 4.587 4.069 4.077
C -3.186 6.690 -2.783
C -7.278 -6.757 0.612
C 9.939 -0.645 -0.192
B -3.361 -2.602 -2.170
H 3.000 2.784 3.548
H 9.233 1.171 2.482
H 4.683 1.085 2.784
H -4.604 -3.958 -2.745
H 2.221 1.896 -0.630
H -1.037 -2.222 1.217
H 4.001 4.894 4.443
H -8.199 -7.314 0.612
H -5.007 -4.892 -0.615
H 10.533 -1.196 -0.901
H 7.861 -0.786 -0.982
H 3.815 -0.697 -0.724
H -3.096 4.113 -0.915
H -6.440 -7.074 2.664
H -2.437 5.797 -4.695
H -3.365 7.724 -3.025
H 3.920 1.699 -1.017
H -3.743 6.521 -0.631
H 11.418 0.067 1.334
H -2.442 0.510 1.461
H 3.353 1.464 0.635
H -4.439 -5.501 1.753
H -0.604 -3.033 -2.292
H -0.689 -3.699 -0.654
H 2.549 -1.224 1.138
H -4.318 0.932 -1.564
H 2.421 -0.262 -1.700
H -2.302 3.533 -3.219
H 1.288 -0.065 0.820
H -2.423 -1.429 -3.594
H -5.026 2.547 -1.494
H -3.548 -0.518 2.426
H 7.127 2.165 3.218
H -4.048 -1.161 -3.518
H 1.588 -2.398 -0.900
H -4.348 -1.170 -0.030
H -5.906 1.136 -0.815
H 7.279 0.596 1.029
H 6.686 4.619 4.286
H -7.171 -5.871 -1.428
*
```

## Properties
* F_max: 0.0217 hartree/bohr
* LUMO: -3.29 eV

# 3
C4H6N2 | ωB97M-V with the def2-TZVPD basis set

Structure (ORCA input):
```
! RIJCOSX wB97M-V def2-TZVPD def2/J DEFGRID3
* xyz 0 1
N 2.582 0.595 0.471
N -0.526 0.983 -0.761
C 2.058 1.189 -0.527
C -1.571 0.240 -0.147
C 0.851 0.477 -0.447
C 1.518 -0.404 0.516
H 1.064 -0.339 1.455
H 2.402 2.120 -1.100
H -1.579 -0.855 -0.478
H 1.696 -1.537 0.307
H -1.463 0.296 0.938
H -2.697 0.609 -0.353
*
```

## Properties
* F_max: 0.2123 hartree/bohr
* LUMO (spin up / spin down): -0.30 / -0.30 eV

# 4
C45H61BMoN10OPS3 | ωB97M-V with the def2-TZVPD basis set

Structure (ORCA input):
```
! RIJCOSX wB97M-V def2-TZVPD def2/J DEFGRID3
* xyz 3 3
Mo -0.420 0.891 0.276
S -2.550 -0.120 1.376
S 1.611 0.172 1.402
S -0.498 0.111 -2.061
P 1.633 2.055 -0.825
O -3.064 1.817 -1.276
N 0.582 -2.385 1.409
N -0.912 3.010 -0.262
N -1.761 -2.530 0.365
N -3.854 -2.552 0.973
N -0.775 0.818 5.879
N -0.830 1.909 2.431
N 0.569 -2.147 -3.276
N 2.134 -2.087 2.915
N 0.297 -2.324 -1.115
N -1.615 2.753 4.985
C 1.416 -1.487 1.950
C -0.278 -0.562 -5.064
C -5.308 -1.077 2.428
C 1.146 3.382 -3.321
C -5.263 -2.281 1.499
C -3.553 -3.792 0.425
C -2.755 -1.780 0.895
C 2.060 -1.437 -5.095
C -0.530 3.412 -1.615
C 4.407 -1.162 2.711
C 2.986 1.158 -1.611
C -1.855 3.471 3.902
C 3.525 2.891 1.043
C 0.915 -3.488 -1.546
C -2.265 -3.782 0.047
C 3.997 1.943 -2.175
C -1.491 3.067 2.631
C 0.745 -3.587 2.073
C 3.125 -0.228 -1.596
C 5.243 -0.036 -2.724
C 1.720 -3.409 2.987
C -0.955 4.503 -3.688
C 4.251 -0.819 -2.149
C 3.805 -2.589 4.661
C 4.085 3.797 1.931
C 5.113 1.346 -2.741
C 0.118 -1.519 -2.178
C 3.307 -1.514 3.705
C -1.381 4.158 -2.410
C 2.838 -0.310 4.514
C 1.924 4.562 0.372
C 1.085 -3.374 -2.876
C 2.483 5.463 1.267
C 0.611 -1.757 -4.756
C 2.428 3.261 0.266
C 0.728 3.024 -2.045
C 0.301 4.117 -4.140
C -4.382 0.030 -2.268
C -4.397 1.277 -1.419
C -0.586 1.180 3.512
C 3.559 5.075 2.053
C 0.103 -2.968 -5.535
C -5.683 -3.520 2.290
C -0.995 1.592 4.795
C -6.159 -2.066 0.289
B -0.337 -2.056 0.240
H 0.014 -2.690 -6.584
H -0.395 -0.106 5.807
H -2.373 4.411 4.038
H 0.625 4.393 -5.134
H 2.131 -1.195 -6.154
H 0.158 -4.459 1.847
H -4.603 -1.168 3.253
H 0.105 0.365 -4.644
H 4.585 -2.146 5.277
H 3.697 0.080 5.060
H -0.489 3.639 0.422
H 3.021 -2.940 5.333
H -6.122 -2.913 -0.397
H -1.759 3.689 1.797
H 5.890 1.962 -3.172
H 4.720 -2.044 2.152
H 2.142 -4.104 3.687
H 4.947 3.511 2.517
H -1.606 5.080 -4.331
H 2.719 -2.284 -4.903
H 3.965 1.906 0.937
H 2.377 -0.851 -1.130
H -5.137 -0.137 1.913
H 3.936 3.024 -2.146
H 1.190 -4.282 -0.876
H -7.190 -1.952 0.622
H -5.871 -1.165 -0.250
H -1.107 1.137 6.774
H -2.741 1.974 -2.174
H -0.091 0.230 3.383
H 4.247 -3.438 4.140
H 6.125 -0.497 -3.145
H 0.783 -3.816 -5.490
H 2.094 -0.608 5.254
H 2.101 6.472 1.327
H 4.359 -1.895 -2.125
H -2.353 4.467 -2.048
H -4.951 -3.766 3.059
H -0.880 -3.281 -5.183
H 2.411 -0.579 -4.520
H 2.437 0.499 3.907
H -0.458 -0.861 0.307
H 1.523 -4.057 -3.577
H -0.284 -0.454 -6.148
H 4.099 -0.390 2.006
H -4.286 -4.572 0.352
H -1.933 3.050 -0.187
H -5.850 -4.393 1.661
H -6.629 -3.304 2.783
H -4.738 1.078 -0.402
H 1.145 4.916 -0.292
H -4.034 0.244 -3.280
H -5.036 2.051 -1.848
H -1.676 -4.545 -0.429
H -1.308 -0.714 -4.743
H -6.312 -1.045 2.850
H 2.119 3.079 -3.686
H -5.391 -0.370 -2.357
H 4.007 5.782 2.738
H 5.271 -0.785 3.258
H -3.734 -0.734 -1.833
*
```

## Properties
* F_max: 0.0147 hartree/bohr
* LUMO (spin up / spin down): -8.31 / -8.65 eV